(1)
Entry from the OMol25 dataset: 3 unconnected molecules or ions with the total composition C40H71BrClN4O12P3S4 in a non-equilibrium geometry (ωB97M-V/def2-TZVPD).

Element x y z (Å)
C 3.70 0.00 -0.44
C 2.75 -0.09 -1.17
C 1.38 -0.04 -1.75
C 1.09 1.27 -2.54
O 2.39 1.63 -3.07
S 2.19 2.45 -4.42
O 1.64 1.64 -5.47
O 3.40 2.99 -4.92
C 1.01 3.80 -3.97
P -0.35 3.52 -5.28
O -1.10 2.07 -4.93
Cl -1.96 4.90 -5.04
P 1.98 5.37 -4.65
O 1.02 6.67 -4.47
Br 1.94 5.13 -6.92
C 0.69 3.87 -2.43
N 1.83 4.54 -1.74
C 1.68 5.74 -0.95
C 2.07 7.11 -1.55
O 1.40 5.77 0.22
C 3.19 4.10 -1.62
C 3.76 3.81 -0.19
O 4.02 4.10 -2.47
P -0.85 4.92 -1.98
O -1.27 4.88 -0.39
O -0.86 6.47 -2.56
C 0.32 2.40 -1.83
C 0.72 2.44 -0.31
C 0.02 1.54 0.72
C 0.26 2.19 2.13
S 1.93 1.70 2.69
C -1.21 2.10 -1.90
C -1.63 0.60 -1.94
C -3.18 0.57 -2.09
S -3.90 0.05 -0.50
C -5.69 0.20 -0.72
S -6.61 -1.01 -1.29
N -6.25 1.46 -0.32
C -6.52 2.32 -1.50
C -6.93 3.69 -0.96
O -8.08 3.64 -0.12
C -7.88 2.70 0.93
C -7.56 1.32 0.33
H 4.48 0.09 0.28
H 0.61 -0.35 -1.04
H 1.39 -0.83 -2.52
H 0.49 0.96 -3.41
H -1.49 1.80 -5.78
H 0.17 6.63 -4.95
H 1.19 7.72 -1.74
H 2.70 7.59 -0.79
H 2.71 6.97 -2.43
H 4.50 4.57 0.08
H 2.97 3.79 0.57
H 4.18 2.80 -0.22
H -2.18 4.58 -0.29
H -1.68 6.88 -2.25
H 1.79 2.15 -0.28
H 0.71 3.44 0.12
H 0.46 0.54 0.85
H -1.07 1.42 0.66
H 0.09 3.27 2.12
H -0.47 1.76 2.83
H 1.84 1.40 4.01
H -1.73 2.53 -2.76
H -1.76 2.47 -1.03
H -1.23 0.05 -2.80
H -1.39 0.05 -1.03
H -3.54 1.56 -2.40
H -3.44 -0.14 -2.90
H -5.59 2.37 -2.09
H -7.32 1.86 -2.10
H -7.16 4.33 -1.82
H -6.13 4.17 -0.36
H -8.79 2.63 1.53
H -7.02 3.04 1.53
H -7.57 0.52 1.08
H -8.36 1.10 -0.40
C -5.44 -5.91 4.61
C -6.16 -4.75 3.88
C -7.48 -5.25 3.28
C -7.30 -6.11 2.03
C -6.42 -5.40 1.01
C -5.08 -4.94 1.58
N -5.25 -4.17 2.85
O -5.69 -2.98 2.55
C -4.18 -6.16 1.81
C -4.34 -4.12 0.52
C -6.48 -3.74 4.99
H -4.35 -5.78 4.60
H -5.72 -5.96 5.66
H -5.67 -6.89 4.19
H -8.11 -4.39 3.02
H -8.03 -5.81 4.04
H -6.87 -7.08 2.30
H -8.28 -6.32 1.60
H -6.25 -6.07 0.16
H -6.97 -4.54 0.61
H -3.24 -5.87 2.30
H -3.92 -6.63 0.86
H -4.64 -6.95 2.41
H -4.92 -3.27 0.17
H -4.13 -4.74 -0.35
H -3.39 -3.75 0.91
H -5.57 -3.35 5.44
H -7.07 -4.22 5.77
H -7.08 -2.90 4.62
C 9.29 -3.42 -0.44
C 8.15 -2.42 -0.14
C 8.73 -1.02 0.12
C 9.40 -0.89 1.49
C 8.46 -1.34 2.60
C 7.90 -2.75 2.37
N 7.33 -2.91 1.00
O 6.18 -2.31 0.97
C 9.02 -3.79 2.60
C 6.87 -3.07 3.45
C 7.34 -2.35 -1.44
H 9.02 -4.43 -0.14
H 9.51 -3.47 -1.51
H 10.23 -3.15 0.04
H 7.94 -0.27 0.05
H 9.45 -0.77 -0.66
H 10.34 -1.46 1.52
H 9.68 0.16 1.65
H 8.98 -1.31 3.56
H 7.64 -0.63 2.68
H 8.68 -4.80 2.37
H 9.33 -3.78 3.65
H 9.93 -3.60 2.03
H 6.06 -2.34 3.48
H 7.34 -3.05 4.44
H 6.44 -4.06 3.30
H 6.89 -3.32 -1.67
H 7.99 -2.08 -2.27
H 6.54 -1.61 -1.41

Values from the calculation:
E_tot: -8339.35834 Ha
Gap between HOMO and LUMO (spin up / spin down): 7.02 / 7.01 eV
Multiplicity: 3

Atom charges from the Löwdin analysis, given in e for atoms 1 to 8: 0.126 -0.102 -0.112 -0.272 -0.170 0.528 -0.292 -0.306

(2)
Entry from the OMol25 dataset: a molecular structure, C40H72F4N2O14P3S in a non-equilibrium geometry (ωB97M-V/def2-TZVPD).

Element x y z (Å)
C 5.16 0.78 -2.60
C 3.97 0.95 -2.84
C 2.48 1.48 -2.94
C 2.14 2.66 -1.92
C 2.53 4.04 -2.61
C 2.02 4.42 -4.04
F 3.98 4.00 -2.76
O 3.26 2.50 -0.96
C 3.10 3.26 0.22
C 4.56 3.42 0.81
C 5.48 4.34 -0.10
O 6.46 3.98 -0.70
O 5.06 5.69 -0.14
C 2.02 2.52 1.20
C 2.78 1.53 2.20
C 3.57 2.06 3.45
C 2.91 1.55 4.83
F 3.54 2.12 5.97
C 1.59 3.73 2.10
O 0.98 3.46 3.38
C 0.62 4.66 4.08
C -0.56 4.23 5.09
C -1.90 4.04 4.22
N 0.96 1.83 0.31
C -0.29 1.84 1.17
C -1.58 1.01 0.95
C -1.81 -0.48 0.86
C -3.12 -1.17 0.71
C -4.37 -0.36 0.66
C -4.25 1.12 0.81
C -2.92 1.76 0.95
C 1.18 0.34 0.18
C 2.45 -0.42 -0.30
C 2.83 -1.54 0.83
F 2.25 -1.31 -1.42
C 0.81 2.54 -1.04
P -0.02 4.32 -0.88
N -0.47 4.99 -2.23
S -0.50 1.87 -2.18
O -1.87 2.34 -1.86
O -0.35 2.39 -3.56
F -0.62 0.27 -2.52
H 6.26 0.60 -2.61
H 1.84 0.55 -2.86
H 2.40 1.77 -4.04
H 2.42 4.97 -1.96
H 2.89 4.85 -4.65
H 1.26 5.27 -4.06
H 1.59 3.61 -4.69
H 2.78 4.35 0.08
H 4.57 3.95 1.82
H 5.11 2.44 0.91
H 5.71 6.22 -0.64
H 3.61 1.04 1.57
H 2.11 0.74 2.67
H 4.62 1.61 3.50
H 3.73 3.16 3.59
H 3.17 0.43 4.87
H 1.79 1.60 4.83
H 2.53 4.35 2.34
H 0.89 4.51 1.66
H 0.18 5.48 3.43
H 1.47 5.02 4.74
H -0.28 3.18 5.43
H -0.68 4.96 5.94
H -2.84 4.22 4.82
H -1.98 2.98 3.81
H -1.90 4.71 3.29
H -0.70 2.87 1.43
H 0.05 1.50 2.22
H -0.89 -1.14 0.92
H -3.22 -2.29 0.62
H -5.39 -0.81 0.52
H -5.16 1.79 0.79
H -2.91 2.89 1.05
H 0.89 -0.16 1.17
H 0.40 -0.17 -0.48
H 3.44 0.11 -0.39
H 3.48 -1.11 1.64
H 1.90 -2.06 1.22
H 3.45 -2.35 0.33
H 0.89 5.28 -0.33
H -1.25 4.24 -0.12
H -1.48 5.14 -2.25
O -2.35 -1.79 -8.19
P -0.95 -2.26 -7.81
O -1.39 -3.73 -7.21
C -1.78 -4.74 -8.14
C -0.58 -5.36 -8.82
O -0.89 -1.39 -6.41
C -1.40 -0.06 -6.37
C -2.70 -0.04 -5.58
O 0.68 -2.68 -7.57
C 1.35 -2.67 -6.32
C 0.85 -3.72 -5.34
H -2.49 -4.34 -8.87
H -2.31 -5.51 -7.57
H -0.07 -4.62 -9.45
H -0.88 -6.20 -9.45
H 0.15 -5.71 -8.09
H -1.54 0.35 -7.37
H -0.66 0.57 -5.87
H -3.43 -0.74 -5.99
H -3.14 0.96 -5.58
H -2.52 -0.34 -4.55
H 1.34 -1.67 -5.88
H 2.39 -2.89 -6.54
H -0.14 -3.48 -4.97
H 1.52 -3.77 -4.48
H 0.81 -4.70 -5.81
O -4.68 -3.76 3.66
P -3.27 -4.24 3.99
O -3.72 -5.71 4.57
C -4.14 -6.71 3.64
C -2.94 -7.33 2.94
O -3.19 -3.39 5.41
C -3.69 -2.06 5.47
C -4.99 -2.04 6.27
O -1.65 -4.69 4.23
C -0.98 -4.72 5.49
C -1.50 -5.77 6.45
H -4.84 -6.29 2.92
H -4.66 -7.48 4.21
H -2.43 -6.59 2.31
H -3.26 -8.16 2.30
H -2.21 -7.70 3.66
H -3.83 -1.64 4.47
H -2.94 -1.44 5.98
H -5.72 -2.73 5.85
H -5.42 -1.03 6.28
H -4.80 -2.36 7.30
H -0.97 -3.72 5.94
H 0.06 -4.95 5.26
H -2.49 -5.52 6.82
H -0.83 -5.85 7.31
H -1.56 -6.74 5.96

Values from the calculation:
E_tot: -4551.09872 Ha
Gap between HOMO and LUMO: 6.89 eV
Charge: +1

Atom charges from the Löwdin analysis, given in e for atoms 1 to 8: 0.113 -0.090 -0.073 -0.290 -0.243 -0.048 -0.035 -0.110

(3)
Entry from the OMol25 dataset: 8 unconnected molecules or ions with the total composition C40H72I2NO16S7Si in a non-equilibrium geometry (ωB97M-V/def2-TZVPD).

Element x y z (Å)
C 4.51 -2.47 -2.45
C 3.67 -3.79 -2.00
I 1.57 -3.53 -1.46
C 4.31 -5.07 -2.01
I 3.24 -6.90 -1.45
N 5.73 -5.07 -2.43
C 6.71 -4.85 -1.36
C 8.22 -4.81 -1.64
C 8.70 -5.02 -3.11
C 10.22 -4.97 -3.60
O 11.09 -5.82 -3.34
O 10.55 -3.86 -4.46
C 7.61 -5.25 -4.19
C 6.07 -5.28 -3.82
Si 4.86 -5.64 -5.27
C 4.55 -7.56 -5.30
C 5.63 -5.18 -6.96
C 3.15 -4.80 -5.12
H 3.90 -1.51 -2.36
H 4.78 -2.63 -3.57
H 5.52 -2.43 -1.90
H 6.32 -4.69 -0.29
H 9.00 -4.61 -0.82
H 9.93 -3.12 -4.24
H 7.94 -5.40 -5.28
H 5.46 -8.04 -5.81
H 4.42 -7.87 -4.20
H 3.60 -7.70 -5.93
H 6.57 -5.86 -7.10
H 5.90 -4.08 -7.09
H 4.88 -5.47 -7.79
H 3.18 -3.69 -4.83
H 2.59 -5.34 -4.26
H 2.60 -4.95 -6.11
C 2.20 0.91 3.21
C 2.41 -0.59 3.38
C 1.81 -1.28 2.15
S 1.92 -0.10 0.81
O 0.58 0.28 0.42
O 2.91 -0.55 -0.15
C 2.61 1.23 1.78
H 2.78 1.49 3.93
H 1.14 1.16 3.36
H 3.48 -0.81 3.43
H 1.95 -0.96 4.30
H 2.36 -2.18 1.88
H 0.76 -1.52 2.30
H 2.24 2.19 1.42
H 3.70 1.19 1.67
C 3.82 3.52 -2.64
C 5.18 2.84 -2.86
C 6.07 3.20 -1.68
S 4.98 3.49 -0.29
O 5.06 4.88 0.08
O 5.13 2.42 0.67
C 3.46 3.24 -1.19
H 3.07 3.14 -3.33
H 3.92 4.59 -2.80
H 5.04 1.75 -2.90
H 5.63 3.15 -3.81
H 6.76 2.40 -1.43
H 6.63 4.13 -1.86
H 2.68 3.90 -0.80
H 3.16 2.19 -1.05
C -2.30 4.05 -0.98
C -1.84 5.38 -1.60
C -0.33 5.47 -1.43
S 0.27 3.79 -1.38
O 0.82 3.53 -0.07
O 1.02 3.51 -2.59
C -1.32 3.00 -1.50
H -3.32 3.81 -1.25
H -2.24 4.12 0.11
H -2.10 5.39 -2.67
H -2.35 6.23 -1.14
H 0.14 6.00 -2.26
H -0.06 5.95 -0.48
H -1.33 2.08 -0.91
H -1.51 2.78 -2.55
C -8.03 2.87 0.64
C -7.58 4.20 0.02
C -6.06 4.29 0.19
S -5.46 2.61 0.23
O -4.91 2.35 1.55
O -4.72 2.33 -0.98
C -7.06 1.82 0.12
H -9.06 2.63 0.38
H -7.97 2.94 1.73
H -7.84 4.20 -1.04
H -8.08 5.05 0.48
H -5.60 4.82 -0.64
H -5.80 4.77 1.13
H -7.06 0.90 0.71
H -7.25 1.60 -0.93
C 0.29 3.48 7.51
C 0.61 2.80 8.85
C 0.81 1.31 8.56
S 1.40 1.20 6.87
O 0.39 0.52 6.08
O 2.78 0.79 6.87
C 1.31 2.95 6.52
H 0.34 4.57 7.60
H -0.72 3.21 7.19
H 1.52 3.22 9.26
H -0.19 2.95 9.58
H 1.55 0.87 9.23
H -0.13 0.75 8.62
H 1.03 3.11 5.48
H 2.30 3.37 6.71
C -13.46 5.00 0.52
C -13.00 6.33 -0.10
C -11.48 6.41 0.07
S -10.89 4.73 0.12
O -10.34 4.47 1.43
O -10.15 4.45 -1.09
C -12.49 3.95 0.01
H -14.49 4.77 0.26
H -13.40 5.07 1.61
H -13.25 6.33 -1.16
H -13.50 7.18 0.36
H -11.02 6.94 -0.76
H -11.21 6.89 1.02
H -12.50 3.03 0.59
H -12.68 3.72 -1.05
C 0.01 -7.24 2.66
C -0.74 -6.05 2.07
C -1.03 -6.37 0.60
S -1.12 -8.15 0.48
O -0.02 -8.62 -0.33
O -2.49 -8.54 0.22
C -0.74 -8.48 2.19
H 0.07 -7.19 3.75
H 1.04 -7.26 2.27
H -1.68 -5.91 2.61
H -0.17 -5.12 2.17
H -1.97 -5.93 0.27
H -0.21 -6.03 -0.05
H -0.16 -9.40 2.27
H -1.69 -8.59 2.73

Values from the calculation:
E_tot: -6497.67529 Ha
Gap between HOMO and LUMO: 6.50 eV
Energy above the lowest of the compared OMol25 structures with the same formula, charge and spin: 498.2 kJ/mol
Charge: +1

Atom charges from the Löwdin analysis, given in e for atoms 1 to 8: -0.110 -0.672 0.900 -0.753 0.874 -0.116 0.046 0.073